[1]
Entry from the Open Molecules 2025 dataset: a cluster of 2 separate species, C30H47ClIN4O5P2S in total (ωB97M-V/def2-TZVPD).

Element x y z (Å)
C: -6.32907 -5.21046 1.19775
C: -6.47070 -3.69906 0.68374
C: -5.18000 -3.17011 -0.01563
O: -4.94755 -3.55763 -1.13596
O: -4.26679 -2.27458 0.52921
C: -4.52591 -1.96242 1.91360
C: -3.21511 -1.21679 2.47313
C: -2.27627 -0.88135 1.24679
C: -1.09520 -1.78617 0.90175
P: -0.79905 -3.31024 1.93825
C: -2.33542 -4.34929 2.17370
C: 0.07163 -2.92960 3.55175
C: -0.22731 -1.39753 -0.22618
P: 1.23754 -2.41274 -0.73521
O: 1.83977 -3.40987 0.44060
O: 2.55430 -1.47564 -1.22589
S: 0.65662 -3.51750 -2.23195
C: -0.54597 -0.15453 -1.02172
N: 0.30194 0.11024 -2.09217
C: 0.01368 1.25229 -2.75245
C: 0.96898 1.63845 -3.95541
C: 2.44129 1.23750 -3.50054
C: 3.55244 2.21304 -4.05160
O: 2.68362 -0.14206 -3.84639
C: -1.12925 2.12836 -2.34440
C: -1.33754 3.46840 -3.15948
C: -0.63658 4.62558 -2.32565
C: 0.77884 4.24348 -1.75329
I: 1.76361 5.94592 -0.77507
N: -2.01689 1.90835 -1.34691
C: -1.67099 0.72496 -0.70055
C: -2.56168 0.32466 0.45105
C: -3.78356 1.24806 0.78943
C: -4.85311 1.36725 -0.35744
C: -5.69496 0.07225 -0.63930
Cl: -6.06410 2.65743 0.19457
H: -5.26453 -5.56655 1.18409
H: -6.91403 -5.87149 0.50280
H: -6.78889 -5.34057 2.21807
H: -6.88442 -3.04340 1.48949
H: -7.26296 -3.73744 -0.11729
H: -4.60980 -2.93368 2.46277
H: -5.45082 -1.33514 2.04318
H: -3.48558 -0.27191 3.02614
H: -2.69568 -1.86276 3.23186
H: -2.96607 -4.29930 1.25097
H: -2.91081 -4.08836 3.11392
H: -2.03788 -5.43035 2.30930
H: 0.60098 -3.87733 3.86231
H: 0.89855 -2.20072 3.30611
H: -0.58237 -2.55619 4.38174
H: 1.48490 -4.31103 0.31930
H: 2.93739 -1.01179 -0.45732
H: 0.95583 2.72831 -4.18620
H: 0.67815 0.99611 -4.83276
H: 2.53154 1.26999 -2.36868
H: 4.54293 1.81062 -3.67934
H: 3.55843 2.30448 -5.16583
H: 3.41314 3.19752 -3.52092
H: 3.57530 -0.36709 -3.52325
H: -2.44378 3.69268 -3.13780
H: -0.99129 3.38805 -4.21598
H: -1.26100 4.97044 -1.45169
H: -0.48589 5.50603 -3.01152
H: 0.73668 3.45402 -0.94849
H: 1.49871 3.86325 -2.51952
H: -3.36870 2.28480 0.97010
H: -4.32288 0.96590 1.72631
H: -4.46348 1.73819 -1.33353
H: -5.04252 -0.69471 -1.14867
H: -6.51634 0.35615 -1.35020
H: -6.14822 -0.30159 0.31338
C: 8.14200 3.36833 1.03278
C: 8.17108 2.07599 1.83076
N: 6.92434 1.31420 1.67402
C: 6.78603 0.08840 1.06141
C: 5.48084 -0.26706 1.18031
N: 4.85114 0.75540 1.85548
C: 5.73902 1.70542 2.14171
C: 3.43455 0.80906 2.21727
H: 7.30464 3.99928 1.33788
H: 9.06361 3.92997 1.18479
H: 8.03187 3.16323 -0.03374
H: 8.29673 2.28763 2.89421
H: 9.00768 1.45276 1.51465
H: 7.64228 -0.38803 0.61734
H: 4.91545 -1.12876 0.86946
H: 5.53690 2.62830 2.66262
H: 2.97792 1.67656 1.74152
H: 3.34777 0.89136 3.29999
H: 2.93037 -0.09579 1.88248

Its lowest unoccupied orbital energy is -3.098 eV. The total energy is -3605.068244 Eh. As for the total charge: +1. The HOMO energy comes out at -9.53 eV. The value obtained for the orbital gap is 0.2365 Ha.

=====

[2]
Entry from the Open Molecules 2025 dataset: an isolated molecule of C5H6F3NO2 (ωB97M-V/def2-TZVPD).

Element x y z (Å)
O: 2.72460 -1.80066 0.69397
C: 2.17830 -0.86999 0.05023
O: 2.93848 -0.22659 -0.94966
N: 0.78989 -0.56921 0.36394
C: 0.55186 0.86947 0.68515
C: -0.92304 1.24281 0.08308
C: -1.52675 0.02075 -0.75970
F: -1.33792 0.01853 -2.17067
C: -2.27621 -1.05409 -0.19398
F: -3.52107 -0.79048 0.39687
F: -1.79594 -2.39565 -0.17939
H: 2.41694 0.48769 -1.38365
H: 0.40017 -1.20177 1.07004
H: 0.46857 1.06405 1.81145
H: 1.35780 1.53647 0.24541
H: -1.64861 1.56965 0.89396
H: -0.79708 2.09902 -0.65705

Its lowest unoccupied orbital energy is -0.866 eV. The total energy is -698.798085 Eh. As for the total charge: 0. The HOMO energy comes out at -8.94 eV. The value obtained for the orbital gap is 0.2968 Ha. The energy relative to the best compared isomer or geometry (same formula, charge and spin) comes out at 68.7 kcal per mole.

=====

[3]
Entry from the Open Molecules 2025 dataset: a cluster of 2 separate species, C24H44BrF3IN8O4S in total (ωB97M-V/def2-TZVPD).

Element x y z (Å)
N: -1.89108 0.01511 5.73912
C: -2.95756 -0.33480 5.13501
N: -4.08112 0.51897 5.12477
N: -3.06459 -1.54690 4.44415
C: -3.29704 -1.39315 3.00065
C: -2.48216 -2.40998 2.21567
C: -1.00652 -1.93537 2.12758
C: -0.33893 -2.11096 0.75220
C: -0.27335 -0.90481 -0.21675
S: -1.71264 0.23194 0.16519
O: -0.70710 -1.42604 -1.49410
C: -0.18427 -0.99913 -2.69848
Br: -1.33764 0.45791 -3.40994
C: -0.40075 -2.22098 -3.67890
N: -1.73999 -2.30057 -4.27579
C: 1.33479 -0.69391 -2.73107
C: 1.77055 0.39549 -3.72677
C: 1.67983 1.90170 -3.53944
C: 1.99553 2.58946 -4.88203
C: 0.81274 2.62097 -5.83778
C: -0.21634 3.70918 -5.48783
N: -1.61751 3.29876 -5.63124
N: 2.01878 -0.77641 -1.32653
C: 3.36450 -0.09359 -1.49963
C: 4.63445 -0.18122 -0.60814
O: 5.52814 0.52992 -1.05377
I: 5.25564 -1.27440 1.12141
C: 2.28967 -2.22698 -1.12319
F: 2.65603 -2.49989 0.11146
F: 1.26304 -2.98726 -1.43623
F: 3.30080 -2.57167 -1.92572
C: 1.10768 -0.13334 -0.24941
C: 0.83331 1.34483 -0.58773
C: 0.48624 2.43376 0.45316
N: -0.12656 2.10213 1.74591
C: 1.64193 -0.16600 1.17943
C: 2.71991 0.79592 1.58484
O: 3.25034 1.63577 0.90198
O: 3.11977 0.61968 2.87303
H: -1.15736 -0.68141 5.64006
H: -3.84384 1.27832 4.50149
H: -4.22084 0.90012 6.05160
H: -2.24514 -2.10336 4.62662
H: -3.04469 -0.38920 2.66866
H: -4.35400 -1.53992 2.79336
H: -2.89344 -2.55245 1.22603
H: -2.52114 -3.32821 2.78935
H: -0.46635 -2.61492 2.78540
H: -0.87917 -0.95837 2.57843
H: -0.91585 -2.86950 0.23863
H: 0.62051 -2.57780 0.92807
H: -2.68192 -0.59890 -0.24376
H: -0.28047 -3.13140 -3.11242
H: 0.31937 -2.13495 -4.48682
H: -1.67869 -2.04945 -5.25174
H: -2.00673 -3.27656 -4.28659
H: 1.72617 -1.55838 -3.24601
H: 1.21361 0.14915 -4.62483
H: 2.78487 0.19551 -4.05844
H: 2.41992 2.28963 -2.84587
H: 0.72611 2.29444 -3.21629
H: 2.25831 3.61210 -4.63211
H: 2.87270 2.14104 -5.33576
H: 0.30959 1.65902 -5.90898
H: 1.20464 2.83544 -6.82580
H: -0.06267 4.06851 -4.47528
H: -0.05275 4.54272 -6.16154
H: -2.06416 3.21279 -4.73393
H: -1.69808 2.41095 -6.10177
H: 3.24731 0.95783 -1.68865
H: 3.77386 -0.42015 -2.44117
H: 1.71073 1.77952 -1.04790
H: 0.12451 1.38070 -1.40326
H: 1.34032 3.05450 0.67378
H: -0.17352 3.12757 -0.05433
H: 0.40138 2.45058 2.52879
H: -1.06695 2.44506 1.81324
H: 1.92881 -1.12143 1.59426
H: 0.78438 0.08392 1.80313
H: 2.36220 0.55454 3.46574
C: -2.57429 -1.59399 9.49789
C: -3.55961 -0.58876 9.12834
N: -4.34107 0.19496 8.82308
H: -3.05133 -2.38483 10.07249
H: -2.13273 -2.02047 8.60006
H: -1.79101 -1.13865 10.09965

Its lowest unoccupied orbital energy is -2.699 eV. The total energy is -5249.006213 Eh. As for the total charge: +1. The HOMO energy comes out at -11.09 eV. The value obtained for the orbital gap is 0.3084 Ha. The energy relative to the best compared isomer or geometry (same formula, charge and spin) comes out at 0.0 kcal per mole.

=====

[4]
Entry from the Open Molecules 2025 dataset: a cluster of 6 separate species, C41H60F8N7O3PS in total (ωB97M-V/def2-TZVPD).

Element x y z (Å)
C: 7.81566 -2.74626 0.57301
O: 7.53627 -2.49814 -0.85040
C: 6.43836 -3.35484 -1.35388
C: 5.07862 -2.94608 -0.53299
C: 3.67299 -3.24609 -1.35587
C: 2.58275 -2.11465 -0.78442
C: 2.50823 -1.93693 0.83103
N: 1.60360 -0.92756 1.47906
C: 0.79086 -0.14092 0.49039
C: -0.23371 1.01343 1.11523
C: -0.22417 1.22129 2.77110
C: -0.84087 -0.10685 3.52586
O: -2.17534 -0.46159 3.01376
C: -2.13065 -1.62528 2.11522
C: -2.67876 -3.02921 2.77769
F: -3.34333 -2.73190 4.10005
F: -3.73222 -3.55435 1.87669
C: -1.51282 -4.14136 3.08246
F: -0.57527 -3.68612 4.17622
F: -2.22546 -5.33802 3.66815
C: -0.71562 -4.69289 1.75961
F: 0.73288 -4.34785 1.92543
F: -1.20889 -4.16968 0.46482
C: -0.75722 -6.35757 1.62093
F: 0.27396 -6.69700 0.58084
F: -2.05347 -6.86203 1.10634
C: -1.22724 1.92565 0.16364
P: -2.44634 3.21639 0.88989
S: -4.25708 2.60493 0.36115
C: -1.14012 1.67739 -1.45446
C: -0.08411 0.54278 -2.08261
C: -0.10477 0.42401 -3.74031
C: -1.50026 -0.42976 -4.08900
O: -1.52940 -0.91545 -5.47968
C: 0.89142 -0.40603 -1.11159
N: 1.78375 -1.38231 -1.82558
H: 7.06274 -2.19024 1.31217
H: 8.87910 -2.25946 0.80906
H: 7.94422 -3.89540 0.84674
H: 6.65536 -4.50229 -1.22926
H: 6.32064 -3.12651 -2.51062
H: 5.09753 -1.76471 -0.36641
H: 4.99412 -3.43105 0.53807
H: 3.24049 -4.29312 -0.98230
H: 3.78749 -3.22252 -2.52050
H: 3.18965 -2.60715 1.50810
H: -0.69833 2.23783 3.10654
H: 0.93367 1.25030 3.05927
H: -0.12866 -1.05017 3.48284
H: -0.93755 0.17574 4.66724
H: -2.82692 -1.37044 1.19155
H: -1.05536 -1.86345 1.67943
H: -0.39464 -6.89105 2.61458
H: -2.26976 4.55200 0.35928
H: -2.47184 3.25100 2.34400
H: -1.85625 2.33016 -2.15124
H: -0.22748 1.50189 -4.23748
H: 0.83927 -0.15443 -4.11914
H: -1.43489 -1.39633 -3.39697
H: -2.46117 0.15422 -3.75181
H: -2.36499 -1.48972 -5.53189
C: 1.98778 -11.40102 -0.74616
C: 1.04567 -10.25589 -0.38844
C: 0.91402 -9.22188 -1.50838
C: 2.27285 -8.60740 -1.80231
N: 3.40008 -8.09771 -2.04615
H: 3.00934 -11.04626 -0.91548
H: 2.02843 -12.12882 0.07046
H: 1.64855 -11.92056 -1.64973
H: 1.40899 -9.77019 0.52551
H: 0.05577 -10.66742 -0.16283
H: 0.21882 -8.43048 -1.20903
H: 0.52480 -9.68897 -2.41953
C: -7.91394 5.10134 1.90407
C: -7.47065 6.17066 2.89752
C: -6.00436 6.57184 2.72490
C: -5.11158 5.36122 2.94347
N: -4.37101 4.35694 3.12474
H: -7.35550 4.16939 2.03722
H: -8.97386 4.86730 2.04551
H: -7.77464 5.44280 0.87187
H: -7.63730 5.79923 3.91608
H: -8.10176 7.05709 2.77060
H: -5.73982 7.34905 3.44961
H: -5.83048 6.97135 1.71990
C: -4.90851 10.04877 -1.21688
C: -3.65416 10.08921 -0.34979
C: -2.65703 8.98105 -0.69399
C: -3.30473 7.62274 -0.47978
N: -3.84206 6.49597 -0.30213
H: -5.46890 9.11942 -1.07413
H: -5.57791 10.87448 -0.95548
H: -4.65423 10.13885 -2.27926
H: -3.94880 10.01046 0.70386
H: -3.16617 11.06190 -0.47598
H: -1.77100 9.06146 -0.05546
H: -2.33278 9.06547 -1.73687
C: 5.90033 -6.43439 -6.52306
C: 4.73949 -6.98317 -5.69956
C: 3.89041 -5.88231 -5.06087
C: 4.74957 -5.05012 -4.12293
N: 5.46231 -4.35978 -3.34492
H: 6.60324 -5.86820 -5.90382
H: 6.46101 -7.25436 -6.98297
H: 5.53836 -5.77786 -7.32267
H: 5.13871 -7.64423 -4.92057
H: 4.10296 -7.59611 -6.34709
H: 3.06514 -6.32582 -4.49389
H: 3.46219 -5.23121 -5.83065
C: 0.59515 10.28733 4.41885
C: 0.17085 8.87711 4.02120
C: 0.68247 8.46967 2.63809
C: 0.12814 9.41646 1.58609
N: -0.33168 10.20190 0.71343
H: 0.18305 11.04020 3.73954
H: 0.23214 10.52412 5.42402
H: 1.68705 10.38322 4.41897
H: -0.92409 8.81614 4.04566
H: 0.54964 8.16873 4.76611
H: 0.36392 7.44801 2.40579
H: 1.77707 8.49901 2.60870

Its lowest unoccupied orbital energy is -1.084 eV. The total energy is -3744.850893 Eh. As for the total charge: 0. The HOMO energy comes out at -7.55 eV. The value obtained for the orbital gap is 0.2378 Ha.